Molecular formula: C40H31N4O7SZr
Method: DFT, ωB97M-V/def2-TZVPD

* net charge: +1
* Kohn-Sham gap: 7.17 eV

```
84
Properties=species:S:1:pos:R:3:forces:R:3:lowdin_charge:R:1
Zr -0.1505 -0.1091 0.2232 -0.782 0.234 0.297 1.902
O 3.4471 -2.0894 0.9161 -0.019 -0.222 -0.062 0.125
C 2.3363 -1.6357 1.0532 -0.329 -0.033 -0.034 -0.462
N 1.2863 -1.6530 0.1531 0.774 0.266 0.011 -0.067
C 1.7206 -1.7579 -1.2222 0.131 0.146 0.199 -0.258
C 2.0925 -2.9392 -1.8260 0.033 -0.095 0.001 -0.020
C 2.5301 -2.9238 -3.1437 -0.001 0.049 -0.007 -0.071
C 2.5940 -1.7235 -3.8369 -0.002 -0.009 0.018 -0.066
C 2.2190 -0.5274 -3.2374 0.019 0.008 -0.048 0.003
C 1.7769 -0.5418 -1.9221 0.032 0.114 0.140 -0.202
N 1.2443 0.5732 -1.2025 0.105 0.172 -0.320 -0.051
C 1.3035 1.8581 -1.6418 0.068 -0.159 0.149 -0.444
O 1.9859 2.3429 -2.5174 -0.014 -0.010 -0.087 0.102
C 0.3118 2.7363 -0.8962 0.086 -0.146 -0.113 -0.155
C 0.1096 4.0402 -1.2961 0.021 0.140 0.101 0.033
C -0.8627 4.7864 -0.6523 -0.007 0.034 -0.016 -0.009
C -1.6137 4.1959 0.3558 -0.003 0.052 -0.008 -0.025
C -1.3635 2.8806 0.6808 0.049 -0.074 -0.002 -0.109
N -0.4106 2.1586 0.0766 0.048 0.422 -0.095 -0.009
C 2.0193 -0.8588 2.3069 0.058 -0.022 -0.059 -0.176
C 2.6704 -1.1220 3.4966 0.056 0.128 0.071 0.014
C 2.4007 -0.3102 4.5823 0.034 -0.003 0.013 -0.019
C 1.5159 0.7519 4.4312 0.041 -0.016 0.077 -0.028
C 0.9180 0.9480 3.2078 0.005 0.037 -0.141 -0.114
N 1.1557 0.1516 2.1581 0.135 -0.211 0.138 0.002
H 2.0609 -3.8602 -1.2579 -0.002 0.009 -0.002 0.116
H 2.8331 -3.8459 -3.6212 0.001 0.008 -0.007 0.105
H 2.9423 -1.7108 -4.8613 0.000 -0.004 0.008 0.107
H 2.2750 0.4039 -3.7796 -0.005 -0.012 0.007 0.107
H 0.7172 4.4271 -2.1017 0.000 0.006 0.010 0.132
H -1.0472 5.8128 -0.9412 0.003 -0.008 0.004 0.123
H -2.3937 4.7382 0.8712 0.009 -0.001 -0.011 0.117
H -1.9489 2.3617 1.4249 -0.021 -0.036 0.093 0.085
H 3.3787 -1.9373 3.5310 -0.012 0.007 0.012 0.133
H 2.8819 -0.4879 5.5353 0.001 0.003 -0.006 0.122
H 1.2921 1.4198 5.2510 0.019 -0.005 -0.001 0.111
H 0.2329 1.7679 3.0443 -0.032 0.003 -0.008 0.097
O -2.5567 -0.0054 -0.3881 0.089 0.108 0.150 -0.076
C -2.1925 -1.0606 -0.9573 0.020 -0.071 -0.601 -0.593
O -0.9760 -1.0932 -1.4073 -0.429 -0.800 0.014 -0.129
C -3.0064 -2.2808 -1.0173 -0.176 0.116 -0.105 -0.161
C -2.3937 -3.4918 -1.3141 -0.011 -0.103 -0.059 -0.003
C -3.1208 -4.6861 -1.3162 0.108 0.097 -0.016 0.043
C -4.4600 -4.5879 -1.0324 0.001 -0.101 -0.025 -0.204
O -5.3713 -5.5852 -0.9880 -0.104 -0.009 0.042 0.057
C -6.6333 -4.9793 -0.6701 0.163 0.086 -0.047 -0.093
O -6.4025 -3.5739 -0.5150 -0.063 -0.111 0.017 0.043
C -5.0759 -3.3741 -0.7494 -0.081 0.052 0.023 -0.202
C -4.3829 -2.2014 -0.7279 0.034 0.082 0.034 0.068
H -1.3375 -3.4990 -1.5516 -0.005 0.013 0.017 0.124
H -2.6602 -5.6372 -1.5424 -0.007 0.015 0.000 0.129
H -7.0041 -5.3940 0.2654 -0.020 -0.015 0.034 0.140
H -7.3282 -5.1472 -1.4908 -0.028 -0.005 -0.027 0.143
H -4.8589 -1.2528 -0.5187 0.029 -0.019 0.002 0.136
O -1.4620 -0.2207 2.0229 -0.501 -0.072 0.227 -0.628
S -2.8628 -0.8679 2.2016 0.649 0.023 -0.056 1.069
C -3.8935 0.4016 2.9686 -0.060 0.068 0.022 -0.252
C -3.4861 0.8569 4.3379 -0.022 0.067 0.008 -0.287
C -2.4224 1.7332 4.5329 -0.048 -0.005 -0.010 -0.041
C -2.0569 2.1260 5.8116 -0.016 -0.028 0.018 -0.064
C -2.7520 1.6449 6.9132 0.015 -0.001 -0.020 -0.065
C -3.8178 0.7757 6.7292 0.011 0.001 -0.002 -0.058
C -4.1800 0.3848 5.4486 -0.049 0.007 0.034 -0.053
C -2.6347 -1.9877 3.5954 0.043 -0.058 0.076 -0.241
C -1.3316 -2.7336 3.4848 -0.011 -0.101 0.036 -0.275
C -0.9767 -3.3931 2.3122 -0.083 -0.082 -0.033 -0.055
C 0.1877 -4.1412 2.2493 0.045 0.019 0.041 -0.064
C 1.0078 -4.2420 3.3657 0.000 0.021 0.025 -0.070
C 0.6646 -3.5786 4.5361 -0.073 -0.014 -0.052 -0.077
C -0.4981 -2.8199 4.5935 0.067 0.024 -0.018 -0.032
H -4.8850 -0.0584 2.9776 -0.029 0.056 -0.005 0.110
H -3.9058 1.1948 2.2178 -0.022 0.005 0.042 0.102
H -1.8842 2.1228 3.6820 0.024 0.029 -0.097 0.084
H -1.2375 2.8208 5.9490 -0.017 -0.012 -0.004 0.109
H -2.4718 1.9557 7.9109 -0.003 0.002 -0.009 0.112
H -4.3730 0.4072 7.5814 0.006 0.001 -0.005 0.113
H -5.0202 -0.2870 5.3104 0.004 0.005 0.007 0.123
H -3.4857 -2.6715 3.5176 -0.030 0.034 0.080 0.118
H -2.7045 -1.4208 4.5251 0.100 -0.123 -0.066 0.086
H -1.6262 -3.3529 1.4420 -0.019 0.015 -0.017 0.102
H 0.4523 -4.6476 1.3301 0.003 0.015 0.011 0.112
H 1.9118 -4.8355 3.3205 -0.003 0.011 0.003 0.115
H 1.2990 -3.6542 5.4099 0.000 -0.004 -0.006 0.112
H -0.7648 -2.3037 5.5089 0.000 -0.007 -0.005 0.119
```
Positions in Å, forces in eV/Å.

***

Molecular formula: C40H31N6O2RbS4
Method: DFT, ωB97M-V/def2-TZVPD

* Kohn-Sham gap: 6.42 eV

```
84
Properties=species:S:1:pos:R:3:forces:R:3:lowdin_charge:R:1
Rb -0.1341 -0.0176 0.1887 0.855 -1.743 -0.345 0.911
S 0.0556 -7.1828 3.0158 0.169 -0.211 0.026 1.056
C -1.4784 -7.4419 3.7133 -0.057 -0.040 0.034 -0.415
C -2.3208 -6.4034 3.4702 0.056 0.153 -0.101 -0.175
C -1.7010 -5.3766 2.7021 -0.199 -0.044 0.100 -0.115
C -0.4052 -5.6592 2.3782 0.226 0.266 -0.223 -0.486
C 0.5477 -4.8263 1.6172 -0.254 -0.106 0.068 -0.186
C 0.1074 -3.6554 0.9655 -0.159 0.085 -0.046 -0.068
N 0.8816 -2.8189 0.3218 0.093 -0.039 0.108 0.079
C 2.2002 -3.0910 0.2450 -0.054 0.321 -0.158 -0.162
C 2.7422 -4.2537 0.7973 0.194 -0.181 0.065 -0.132
C 4.1523 -4.5237 0.6644 -0.216 -0.079 0.086 -0.016
C 4.9622 -3.6555 0.0360 0.053 0.218 -0.115 -0.018
C 4.4458 -2.4226 -0.5075 0.218 -0.184 0.049 -0.132
C 5.2791 -1.4799 -1.1242 0.193 -0.205 0.062 0.049
C 4.7663 -0.2991 -1.5956 0.096 0.329 -0.177 -0.184
C 3.3785 -0.1062 -1.4349 -0.040 -0.005 0.079 -0.107
N 2.5641 -0.9755 -0.8836 0.147 -0.014 0.069 0.112
C 3.0818 -2.1320 -0.4117 -0.385 0.022 0.041 -0.158
C 5.6235 0.7217 -2.2370 -0.231 -0.294 0.196 -0.471
C 6.9786 0.7000 -2.3869 0.255 0.069 -0.075 -0.120
C 7.4922 1.8505 -3.0498 -0.050 -0.130 0.072 -0.175
C 6.5116 2.7279 -3.3909 0.076 -0.001 -0.018 -0.405
S 4.9756 2.1649 -2.9087 -0.167 0.133 -0.005 1.063
C 1.8821 -5.1173 1.4961 0.252 -0.133 0.055 0.025
H -1.6774 -8.3482 4.2626 0.002 0.025 -0.012 0.067
H -3.3407 -6.3634 3.8243 0.024 0.007 -0.015 0.105
H -2.2050 -4.4637 2.4177 0.009 -0.030 0.024 0.110
H -0.9494 -3.4074 0.9766 0.007 0.011 0.020 0.119
H 4.5463 -5.4406 1.0863 -0.023 0.006 0.000 0.117
H 6.0218 -3.8601 -0.0605 -0.007 0.025 -0.011 0.116
H 6.3371 -1.6993 -1.2128 -0.033 -0.009 0.006 0.121
H 2.9202 0.8166 -1.7859 0.047 -0.033 0.087 0.089
H 7.6030 -0.1080 -2.0317 -0.003 0.041 -0.016 0.108
H 8.5400 2.0130 -3.2568 -0.020 -0.008 0.009 0.105
H 6.6090 3.6766 -3.8939 -0.004 -0.021 0.011 0.069
H 2.3001 -6.0092 1.9529 -0.006 0.035 -0.008 0.106
C -0.7312 8.5613 0.4814 -0.004 -0.017 -0.003 -0.054
C -0.9192 7.0792 0.6764 0.014 0.052 -0.017 -0.274
C -1.8307 6.5946 1.6062 -0.034 -0.032 0.032 -0.034
C -2.0203 5.2292 1.7834 0.020 0.085 -0.128 -0.058
C -1.2885 4.3340 1.0198 0.111 0.247 -0.089 -0.275
C -0.3730 4.7994 0.0806 -0.098 0.036 0.139 -0.051
C -0.1957 6.1616 -0.0843 0.028 0.005 -0.055 -0.040
S -1.4567 2.5919 1.2781 -0.200 0.354 0.079 0.502
O -2.5946 2.4320 2.1529 -0.071 -0.047 0.005 -0.305
O -1.5862 2.0203 -0.0678 -0.628 0.780 -0.041 -0.543
N -0.1107 2.0433 1.8219 0.211 0.285 0.623 -0.278
C 0.3836 2.2510 3.0987 0.016 -0.234 -0.454 -0.262
C -0.0260 3.2126 3.9926 -0.017 0.141 0.270 -0.017
C 0.6258 3.3979 5.2329 -0.186 0.060 -0.137 -0.079
C 1.6823 2.6265 5.6053 0.116 -0.161 -0.101 -0.062
C 2.1157 1.5932 4.7331 0.090 0.029 0.174 -0.163
C 3.1910 0.7349 5.0625 -0.025 0.085 0.107 -0.023
C 3.5617 -0.2563 4.2077 0.005 -0.072 -0.119 -0.060
C 2.8339 -0.4069 3.0072 0.017 -0.030 0.081 -0.144
N 1.8371 0.3614 2.6582 -0.181 0.361 0.081 0.089
C 1.4708 1.3844 3.4975 -0.010 -0.214 -0.299 -0.152
H -0.8530 9.1003 1.4212 0.000 -0.010 -0.005 0.076
H -1.4649 8.9612 -0.2225 -0.003 -0.028 0.005 0.083
H 0.2593 8.7870 0.0857 -0.006 -0.019 0.009 0.074
H -2.4025 7.2955 2.2043 0.007 -0.016 0.001 0.114
H -2.7374 4.8510 2.5000 0.013 -0.007 -0.006 0.112
H 0.1986 4.0907 -0.5057 0.015 -0.014 0.039 0.100
H 0.5201 6.5252 -0.8137 0.000 -0.002 0.017 0.110
H -0.8660 3.8457 3.7461 0.024 0.007 0.005 0.089
H 0.2719 4.1806 5.8928 -0.016 0.005 -0.012 0.103
H 2.1914 2.7794 6.5490 -0.003 -0.027 -0.010 0.104
H 3.7051 0.8777 6.0067 0.000 0.018 -0.015 0.114
H 4.3840 -0.9231 4.4316 -0.020 -0.007 -0.002 0.099
H 3.0921 -1.2112 2.3212 0.003 0.021 -0.002 0.095
C 2.2203 -0.6892 -4.3585 -0.134 0.112 0.019 -0.033
N 1.2884 0.2775 -3.8019 0.182 -0.132 -0.185 -0.125
C 1.4926 1.6521 -3.7265 -0.055 -0.129 -0.070 -0.088
C 0.4276 2.1817 -3.0995 -0.113 -0.128 0.022 -0.062
N -0.4202 1.1253 -2.8150 -0.185 -0.010 0.141 0.045
C 0.0970 -0.0613 -3.2416 -0.073 0.083 0.138 -0.866
S -0.5802 -1.5857 -3.0499 0.150 0.232 -0.063 0.564
H 3.1999 -0.2201 -4.4299 0.014 -0.014 -0.020 0.085
H 1.8936 -1.0190 -5.3434 -0.020 0.011 -0.031 0.096
H 2.2651 -1.5551 -3.7012 -0.008 -0.005 0.018 0.070
H 2.3773 2.1183 -4.1206 -0.035 -0.029 -0.034 0.085
H 0.1911 3.1987 -2.8452 -0.027 -0.024 0.017 0.117
H -1.2864 1.1779 -2.2959 0.055 0.165 -0.067 0.118
```
Positions in Å, forces in eV/Å.

***

Question: What is the formula in the first record?
Answer: C40H31N4O7SZr

***

Question: Look up the Kohn-Sham gap of the second one.
Answer: 6.42 eV

***

Question: The lowest Kohn-Sham gap belongs to which entry?
Answer: C40H31N6O2RbS4

***

Question: Among the records above, which one has the lowest Kohn-Sham gap?
Answer: C40H31N6O2RbS4